No. 1
Below is C9H18N2O4 as an isolated structure, with properties calculated with the ωB97M-V functional and the def2-TZVPD basis.

CARTESIAN COORDINATES (ANGSTROEM)
C (3.139, -0.357, 0.489)
C (1.654, -0.383, -0.188)
C (3.981, 0.977, 0.312)
C (-0.626, 0.571, -0.607)
C (-0.982, 2.021, -0.345)
C (-1.802, -0.343, 0.024)
C (-1.875, -0.008, 1.487)
C (-3.233, -0.228, -0.475)
C (-3.952, -1.793, -0.558)
H (5.138, -1.442, 0.126)
H (3.107, -2.448, -0.058)
H (3.054, -0.538, 1.536)
H (5.060, 0.795, 0.613)
H (3.680, 1.826, 0.954)
H (4.350, 0.531, -1.721)
H (0.874, 1.275, 0.768)
H (-0.449, 0.230, -1.632)
H (-1.336, -1.340, 0.038)
H (-1.012, 0.000, 2.133)
H (-2.353, 1.053, 1.703)
H (-2.534, -0.619, 2.324)
H (-3.836, 0.586, 0.656)
H (-3.412, 0.395, -1.669)
H (-4.901, -1.784, -0.942)
H (-3.939, -2.196, 0.596)
H (-3.104, -2.448, -1.337)
H (-2.164, 1.548, -1.611)
N (3.963, -1.389, -0.261)
N (0.675, 0.444, 0.220)
O (1.419, -1.321, -0.853)
O (3.936, 1.309, -1.151)
O (-0.348, 2.781, 0.457)
O (-2.172, 2.296, -1.025)


No. 2
Below is an isolated ion of composition C9H18N3 and charge +1, with properties calculated with the ωB97M-V functional and the def2-TZVPD basis.

Values from the calculation:
Structure (SMILES) ... C/N=C(\N)C[C@@H](C)CCC=C=[NH2+]
Net charge ... +1

CARTESIAN COORDINATES (ANGSTROEM)
C (-1.737, -1.714, 0.339)
C (-0.419, -2.012, 0.877)
C (-2.207, -0.619, -0.217)
C (0.752, -2.130, -0.165)
C (0.867, 0.109, -1.419)
C (1.600, -0.896, -0.539)
C (0.325, 1.296, -0.619)
C (2.350, -0.289, 0.698)
C (-1.160, 2.312, 0.940)
N (-0.647, 1.125, 0.228)
N (-3.208, 0.175, -0.330)
N (1.063, 2.399, -0.701)
H (-2.289, -2.546, 0.075)
H (-0.623, -3.025, 1.480)
H (1.576, -2.810, 0.145)
H (0.371, -2.486, -1.123)
H (1.616, 0.405, -2.240)
H (0.085, -0.490, -1.870)
H (2.399, -1.338, -1.286)
H (-0.137, -1.307, 1.631)
H (1.725, 0.302, 1.308)
H (3.146, 0.178, 0.230)
H (2.769, -1.109, 1.060)
H (-0.950, 3.197, 0.418)
H (-0.707, 2.293, 1.954)
H (-2.246, 2.120, 0.991)
H (-3.387, 0.732, -1.196)
H (-3.805, 0.675, 0.286)
H (1.979, 2.475, -1.097)
H (0.897, 2.975, 0.143)


No. 3
Below is an isolated ion of composition C9H18N3S and charge +1, with properties calculated with the ωB97M-V functional and the def2-TZVPD basis.

Values from the calculation:
Structure (SMILES) ... CN/[N+]1=C(\N=S)[C@@H](C)CCCCC1
Net charge ... +1

CARTESIAN COORDINATES (ANGSTROEM)
C (0.652, -0.212, -0.107)
C (-1.525, 0.129, 1.754)
C (-2.092, -1.080, 1.005)
C (-1.593, 1.434, 1.077)
C (-1.076, -2.051, 0.308)
C (-0.717, 1.634, -0.174)
C (-0.232, -1.262, -0.710)
C (0.588, -2.161, -1.585)
C (2.480, 1.782, -1.348)
N (1.647, -0.738, 0.521)
N (0.615, 1.125, -0.069)
N (1.622, 2.089, -0.223)
S (2.963, -0.444, 1.341)
H (-2.034, 0.291, 2.674)
H (-0.454, -0.017, 2.103)
H (-2.593, -1.730, 1.750)
H (-2.705, -0.786, 0.151)
H (-2.554, 1.748, 0.821)
H (-1.220, 2.155, 1.797)
H (-0.376, -2.268, 1.078)
H (-1.559, -2.933, -0.058)
H (-1.253, 1.194, -1.077)
H (-0.718, 2.626, -0.363)
H (-0.974, -0.642, -1.232)
H (1.340, -2.551, -0.882)
H (1.154, -1.679, -2.374)
H (0.177, -3.021, -1.933)
H (3.338, 2.462, -1.249)
H (3.162, 0.848, -1.410)
H (1.872, 1.878, -2.327)
H (2.064, 2.180, 0.742)


No. 4
Below is a 2-piece molecular cluster, C9H18N4 overall, with properties calculated with the ωB97M-V functional and the def2-TZVPD basis.

CARTESIAN COORDINATES (ANGSTROEM)
C (-0.430, 0.321, -0.159)
C (-2.442, 0.533, -1.417)
C (-1.552, 2.457, 0.045)
C (-2.444, 0.369, 1.212)
C (2.034, -1.569, -1.086)
C (2.014, -0.899, 1.396)
C (3.041, 0.630, -0.209)
C (-1.648, 1.023, -0.099)
C (1.984, -0.399, -0.099)
N (-0.680, -1.789, 1.233)
N (-0.956, -2.394, 0.270)
N (-1.231, -3.043, -0.629)
N (0.707, 0.239, -0.428)
H (-2.378, -0.553, -1.489)
H (-3.498, 0.823, -1.332)
H (-1.916, 1.041, -2.210)
H (-1.134, 2.822, 0.911)
H (-1.141, 2.901, -0.805)
H (-2.624, 2.821, 0.039)
H (-3.510, 0.838, 1.456)
H (-2.526, -0.791, 1.124)
H (-1.830, 0.519, 2.111)
H (2.581, -2.560, -0.800)
H (1.010, -1.892, -1.157)
H (2.247, -1.377, -2.201)
H (2.438, -1.810, 1.483)
H (2.520, -0.114, 1.972)
H (0.968, -0.923, 1.634)
H (3.316, 0.984, -1.267)
H (2.968, 1.572, 0.422)
H (4.113, 0.220, 0.079)


No. 5
Below is a 2-piece molecular cluster, C9H18NO overall, with properties calculated with the ωB97M-V functional and the def2-TZVPD basis.

Values from the calculation:
Spin multiplicity ... 3
Net charge ... +1

CARTESIAN COORDINATES (ANGSTROEM)
C (2.369, -1.023, 0.768)
C (0.666, -0.470, -1.051)
C (2.391, 0.121, 0.080)
C (3.300, 0.376, -1.106)
C (1.893, 1.419, 0.716)
C (-2.072, 0.097, 1.256)
C (-2.927, -0.103, -1.174)
C (-1.790, -2.032, -0.049)
C (-1.813, -0.472, -0.207)
N (-0.519, 0.112, -0.842)
O (2.471, -1.942, 1.412)
H (1.077, -0.130, -1.956)
H (0.827, -1.513, -0.932)
H (3.349, -0.446, -1.739)
H (4.293, 0.568, -0.699)
H (3.114, 1.295, -1.440)
H (2.699, 2.092, 1.031)
H (1.208, 1.259, 1.614)
H (1.350, 1.881, -0.011)
H (-2.011, 1.246, 1.201)
H (-3.035, -0.197, 1.543)
H (-1.470, -0.361, 2.031)
H (-2.821, -0.589, -2.204)
H (-2.818, 0.981, -1.367)
H (-4.063, -0.270, -0.794)
H (-2.788, -2.278, 0.205)
H (-1.534, -2.554, -0.846)
H (-1.194, -2.445, 0.713)
H (-0.638, 1.121, -0.980)


No. 6
Below is a 2-piece molecular cluster, C9H18O overall, with properties calculated with the ωB97M-V functional and the def2-TZVPD basis.

Values from the calculation:
Structure (SMILES) ... CC(=O)C(C)C.C=C(C)C

CARTESIAN COORDINATES (ANGSTROEM)
C (0.028, 1.755, -1.096)
C (-0.070, 2.696, 0.073)
C (1.428, 1.380, -1.495)
C (-1.027, 1.472, -1.864)
H (-0.243, 0.006, 0.075)
H (-2.000, 1.889, -1.666)
H (0.345, 2.230, 0.972)
H (-1.098, 2.978, 0.270)
H (0.497, 3.603, -0.121)
H (1.426, 0.606, -2.254)
H (1.980, 1.007, -0.632)
H (1.965, 2.250, -1.874)
H (-2.357, -0.792, -0.566)
H (-0.919, 0.913, -2.778)
C (1.749, -1.854, 1.436)
C (-0.984, -0.928, 1.880)
C (0.807, -1.807, 0.256)
C (-0.487, -1.039, 0.442)
C (-1.564, -1.553, -0.496)
O (1.098, -2.317, -0.800)
H (1.305, -2.441, 2.237)
H (1.939, -0.851, 1.814)
H (2.688, -2.314, 1.132)
H (-0.270, -0.417, 2.521)
H (-1.915, -0.363, 1.899)
H (-1.185, -1.913, 2.300)
H (-1.191, -1.679, -1.504)
H (-1.945, -2.514, -0.160)


Maximum force for the records above, in order: 6.83, 4.74, 4.36, 6.31, 4.79, 1.36 eV/A
Energy relative to the best compared isomer or geometry (same formula, charge and spin) for the records above, in order: 233.6, 66.1, 95.1, 126.6, 66.4, 15.7 kcal/mol